The following is a DFT calculation (the ωB97M-V functional and the def2-TZVPD basis) of a single C14H15ClF2O2 molecule at a distorted geometry.

Geometry as XYZ:
```
34
Properties=species:S:1:pos:R:3:forces:R:3:mulliken_charge:R:1
O 0.815 2.757 1.139 1.76 -3.76 -2.04 -0.595
F 0.668 0.340 2.296 0.29 -0.19 -1.30 -0.341
F 1.589 -0.648 0.558 1.90 -1.32 -0.34 -0.277
Cl 6.758 2.416 -2.203 -0.36 0.04 0.94 -0.196
O -0.366 0.270 -1.274 -0.52 1.65 0.70 -0.555
C 1.410 1.757 0.613 0.61 4.54 2.25 -0.017
C -2.206 -1.586 0.026 4.07 2.01 1.71 -0.291
C -1.106 -0.995 0.661 -2.66 -1.39 -1.31 -0.548
C 4.737 3.084 -0.364 1.56 -0.42 0.90 -0.454
C 4.399 1.225 -1.790 -1.98 -0.10 0.04 -0.498
C 3.518 2.972 0.313 1.13 0.62 1.02 -0.461
C 3.068 1.167 -1.265 0.86 -0.11 0.88 -0.369
C 5.274 2.172 -1.291 -1.76 0.90 -0.41 0.226
C 2.714 1.940 -0.076 -1.10 -1.34 -2.74 0.740
C -5.151 -1.823 0.202 0.02 0.36 -0.53 -1.126
C 0.908 0.390 0.914 -3.30 1.92 0.55 0.885
C -2.759 -2.883 0.405 -0.99 -0.34 0.05 -1.050
C -0.433 0.354 0.182 -2.91 -3.38 0.20 0.067
C -4.225 -2.764 0.918 1.60 0.34 -0.21 -0.414
H -1.126 0.827 -1.605 1.45 -0.90 0.48 0.369
H -2.603 -1.117 -0.830 -0.51 0.63 -0.95 0.492
H -0.737 -1.580 1.527 0.10 0.80 -0.49 0.220
H 5.450 3.743 0.052 0.53 1.15 0.15 0.333
H 4.716 0.655 -2.663 -0.38 -0.10 0.28 0.378
H 3.272 3.615 1.241 0.41 -1.06 -1.92 0.293
H 2.308 0.515 -1.758 0.79 0.47 0.69 0.305
H -5.282 -2.044 -0.875 -0.12 -0.24 0.53 0.275
H -6.083 -2.015 0.772 0.07 1.04 -0.78 0.352
H -4.748 -0.794 0.214 -0.71 -0.22 0.42 0.298
H -2.660 -3.612 -0.389 -0.55 0.12 -0.95 0.407
H -2.082 -3.360 1.071 0.27 -0.17 1.48 0.367
H -1.115 1.154 0.479 0.64 0.21 0.11 0.500
H -4.214 -2.441 1.954 0.13 -0.16 0.28 0.297
H -4.710 -3.693 0.842 -0.34 -1.61 0.32 0.386
```
Forces are in eV/Å.

Results
Relative energy (zero: lowest compared OMol25 entry of this formula, charge and spin), kJ/mol: 177.8
Gap between HOMO and LUMO, eV: 8.641
HOMO, eV: -9.23

The following is a DFT calculation (the ωB97M-V functional and the def2-TZVPD basis) of a 2-piece molecular cluster, C9H22N3O3P overall.

Geometry as XYZ:
```
38
Properties=species:S:1:pos:R:3:forces:R:3:mulliken_charge:R:1
N 0.125 0.667 3.339 -0.03 0.07 0.00 -0.827
C 0.040 0.444 2.093 0.16 -0.14 -0.25 0.405
N 0.036 -0.857 1.591 -0.29 0.15 0.37 -0.456
N 0.006 1.470 1.100 -0.02 0.00 0.02 -0.347
C 0.805 1.242 -0.111 -0.04 -0.14 0.06 -0.634
C 1.399 2.542 -0.632 0.00 0.06 -0.02 -0.475
C 2.322 2.294 -1.831 0.01 -0.03 -0.03 -0.678
C 3.774 2.057 -1.415 -0.01 -0.09 0.00 -1.227
P 4.762 3.668 -1.450 0.10 0.02 0.09 0.073
H 0.244 1.666 3.483 -0.03 -0.04 -0.01 0.266
H -0.685 -0.978 0.888 0.15 -0.06 -0.13 0.310
H -0.076 -1.514 2.353 0.07 -0.06 -0.06 0.305
H -0.958 1.669 0.860 0.04 0.13 0.09 0.258
H 1.602 0.540 0.144 0.02 0.07 -0.03 0.422
H 0.218 0.767 -0.906 0.02 -0.02 0.02 0.252
H 0.592 3.232 -0.893 -0.03 -0.05 -0.02 0.312
H 1.953 3.014 0.184 -0.02 0.03 -0.02 0.265
H 2.270 3.149 -2.520 0.05 -0.01 0.01 0.424
H 1.946 1.443 -2.406 -0.04 0.04 0.01 0.365
H 3.829 1.619 -0.411 -0.01 0.02 -0.02 0.452
H 4.288 1.369 -2.096 0.00 0.01 0.01 0.433
H 3.777 4.333 -0.661 -0.02 0.02 -0.06 0.027
H 4.701 3.668 -2.878 -0.10 0.06 0.00 0.028
H 5.868 3.071 -0.781 0.02 -0.05 0.00 0.033
H 5.517 4.924 -1.516 0.00 0.00 0.00 0.049
C -3.625 -4.904 1.284 0.01 -0.02 -0.02 -1.425
C -4.008 -3.551 0.753 -0.05 0.10 -0.04 0.467
C -4.447 -3.486 -0.700 0.05 -0.05 0.01 -0.513
O -4.031 -2.170 -1.090 0.04 0.01 -0.02 -0.354
C -3.009 -1.802 -0.292 0.02 0.05 -0.01 0.690
O -2.329 -0.837 -0.460 -0.02 -0.04 -0.01 -0.553
O -2.858 -2.675 0.723 -0.02 0.02 0.01 -0.306
H -2.951 -5.416 0.597 0.02 0.01 0.01 0.349
H -3.131 -4.801 2.248 -0.02 -0.01 0.01 0.358
H -4.520 -5.512 1.422 0.01 -0.02 -0.02 0.386
H -4.754 -3.069 1.391 0.02 -0.04 0.04 0.268
H -5.518 -3.580 -0.857 -0.01 0.03 0.03 0.290
H -3.909 -4.215 -1.311 -0.05 -0.02 -0.01 0.304
```
Forces are in eV/Å.

Results
Gap between HOMO and LUMO, eV: 8.492
HOMO, eV: -7.97

The following is a DFT calculation (the ωB97M-V functional and the def2-TZVPD basis) of a 3-piece molecular cluster, C4H14NO2 overall at a distorted geometry.

Geometry as XYZ:
```
21
Properties=species:S:1:pos:R:3:forces:R:3:mulliken_charge:R:1
C -2.411 -0.247 -2.252 0.38 -0.59 0.86 -1.188
C -2.252 0.537 -0.861 -2.91 -1.55 -2.67 -0.607
C -1.033 0.160 -0.172 1.15 1.35 0.80 -0.155
C 0.135 0.772 -0.365 0.23 -0.88 -0.44 -0.194
N 1.330 0.262 0.333 1.18 -0.55 -0.66 -0.263
H -2.309 -1.303 -2.069 -0.07 -0.70 0.44 0.379
H -1.627 -0.117 -2.998 -0.15 0.87 -0.02 0.354
H -3.425 -0.162 -2.646 0.27 0.52 -0.13 0.337
H -3.196 0.193 -0.382 0.92 0.35 0.42 0.284
H -2.455 1.551 -1.162 0.70 0.75 0.53 0.308
H -1.081 -0.555 0.649 -0.06 -0.28 -0.37 0.308
H 0.417 1.543 -1.101 -0.56 -0.40 0.48 0.349
H 1.234 -0.637 0.849 -0.62 0.83 0.48 0.286
H 2.034 -0.135 -0.315 -0.20 0.94 -0.23 0.381
H 1.751 1.053 0.913 -0.35 -1.35 0.02 0.429
H 2.587 2.004 2.855 -0.19 0.14 0.21 0.322
H 1.020 1.928 2.905 0.14 0.21 0.19 0.323
O 1.810 1.563 2.494 0.22 0.08 0.06 -0.650
H 2.470 -2.652 1.918 0.44 -0.53 -0.15 0.327
H 2.774 -3.161 0.417 -0.13 0.16 0.85 0.322
O 2.228 -2.596 0.991 -0.39 0.60 -0.67 -0.653
```
Forces are in eV/Å.

Results
Relative energy (zero: lowest compared OMol25 entry of this formula, charge and spin), kJ/mol: 163.4
Net charge: +1
Gap between HOMO and LUMO, eV: 10.771
HOMO, eV: -13.76

Among the records above, which one has the highest gap between HOMO and LUMO?
C4H14NO2